No. 1
{
  "formula": "C20H44NOP3RhS",
  "method": "wB97M-V/def2-TZVPD",
  "species": ["Rh", "P", "P", "P", "H", "C", "C", "H", "C", "C", "C", "C", "C", "C", "C", "C", "C", "H", "H", "H", "H", "H", "H", "H", "H", "H", "H", "H", "H", "H", "H", "H", "H", "H", "H", "H", "H", "H", "H", "H", "H", "H", "H", "H", "H", "H", "C", "C", "C", "C", "C", "C", "S", "H", "H", "H", "H", "H", "H", "C", "N", "C", "C", "O", "H", "H", "H", "H", "H", "H", "H"],
  "positions_angstrom": [[0.2007, 0.2203, -1.2037], [1.7469, 1.0983, 0.2354], [-1.4614, 1.4653, -0.2450], [0.7313, 1.4186, -2.9645], [-1.0191, -2.0028, -0.0081], [-0.3919, -1.9143, -0.9029], [1.0147, -1.7943, -0.8297], [1.5226, -1.8659, 0.1355], [1.7338, 0.3565, 1.9061], [1.7605, 2.8968, 0.6204], [3.4550, 0.7840, -0.3413], [-3.0425, 0.6210, -0.5534], [-1.4972, 1.6363, 1.5829], [-1.6809, 3.2003, -0.7926], [1.9976, 0.4883, -3.8908], [1.3888, 3.1110, -2.9083], [-0.7349, 1.5913, -4.0317], [-0.8313, -2.3692, -1.8010], [1.6072, -2.0872, -1.6995], [1.9722, -0.7114, 1.8620], [0.7604, 0.4787, 2.3888], [2.4864, 0.8718, 2.5188], [0.8777, 3.2022, 1.1942], [1.8302, 3.5051, -0.2892], [2.6479, 3.0991, 1.2385], [3.5872, -0.2777, -0.5794], [4.1500, 1.0533, 0.4668], [3.6926, 1.3869, -1.2267], [-3.8760, 1.2888, -0.3007], [-3.0822, -0.2751, 0.0799], [-3.1112, 0.3315, -1.6092], [-2.3461, 2.2822, 1.8572], [-0.5809, 2.0805, 1.9862], [-1.6615, 0.6434, 2.0270], [-2.5379, 3.6362, -0.2603], [-1.8757, 3.2479, -1.8711], [-0.7913, 3.8021, -0.5595], [2.0659, 0.9002, -4.9075], [1.7373, -0.5787, -3.9444], [2.9661, 0.5698, -3.3841], [1.5608, 3.4443, -3.9458], [2.3341, 3.1499, -2.3591], [0.6779, 3.7930, -2.4285], [-0.4301, 1.4385, -5.0772], [-1.1796, 2.5839, -3.9287], [-1.4842, 0.8334, -3.7646], [-0.7652, -2.9386, -5.6333], [-1.8227, -2.8234, -6.5654], [-1.9213, -3.6930, -7.6596], [-0.9569, -4.6909, -7.8454], [0.0903, -4.8366, -6.9190], [0.1897, -3.9681, -5.8218], [-0.6051, -1.7512, -4.3556], [0.2267, -2.0040, -3.2566], [-2.5490, -2.0190, -6.4542], [-2.7394, -3.5631, -8.3885], [-1.0098, -5.3358, -8.7286], [0.8392, -5.6078, -7.0696], [1.0139, -4.0424, -5.1253], [-2.2651, -1.6093, 4.6103], [-1.1778, -2.3765, 4.0284], [-0.1915, -2.9415, 4.9384], [-0.9686, -2.3010, 2.6995], [-1.6874, -1.6292, 1.9380], [-2.4546, -2.0035, 5.6058], [-3.1576, -1.7001, 3.9898], [-2.0196, -0.5458, 4.6943], [0.2415, -3.8347, 4.4617], [0.6291, -2.2270, 5.1462], [-0.7108, -3.1999, 5.8744], [-0.1103, -2.8947, 2.3324]],
  "atomic_forces_ev_per_a": [[-0.1502, -0.7340, 1.9753], [1.4274, 0.3208, 1.1734], [-1.9932, 0.5787, 1.5385], [0.4513, 0.9776, -2.5229], [0.1952, 0.4488, 0.0136], [0.9026, -0.8907, -0.2424], [-1.1677, -0.6917, 0.1358], [-0.1369, 0.2371, -0.3878], [-0.0126, 0.0190, 0.0675], [0.0251, -0.0150, -0.1205], [-0.0264, 0.0632, 0.1274], [-0.0121, 0.0013, -0.2305], [0.0136, -0.1031, 0.0148], [0.2799, 0.0078, -0.3542], [0.0422, -0.0937, -0.2333], [0.1474, 0.1298, 0.1094], [-0.0866, -0.2861, -0.3913], [0.0123, 0.4649, 0.4366], [0.0909, 0.1748, 0.1977], [0.0092, 0.2293, 0.0442], [0.1516, -0.0915, -0.1325], [-0.0985, -0.1798, -0.1503], [0.2359, -0.0843, -0.2075], [-0.0356, -0.1501, 0.2882], [-0.2071, -0.0865, -0.1738], [-0.0152, 0.2151, 0.0355], [-0.1019, -0.0475, -0.2464], [-0.0472, -0.1289, 0.2081], [0.1350, -0.1493, -0.0363], [0.0261, 0.1787, -0.1392], [-0.1154, 0.0488, 0.2282], [0.2264, -0.1537, -0.1813], [-0.3368, -0.0889, -0.0934], [0.1127, 0.1947, -0.1576], [0.1781, -0.2299, -0.0913], [0.0145, 0.0310, 0.2660], [-0.2462, -0.1884, -0.0463], [0.1281, -0.1472, 0.2000], [0.1890, 0.4670, -0.0784], [-0.1820, 0.0685, -0.1381], [-0.0629, -0.1174, 0.3415], [-0.0809, -0.0041, -0.1941], [0.1083, -0.1502, -0.1575], [-0.2056, 0.1514, 0.1890], [0.1092, -0.0859, -0.0297], [0.1767, 0.3372, -0.1671], [1.2276, -0.4534, 0.8915], [-0.9138, 0.1589, -1.1663], [-0.5025, 1.2774, 0.7881], [0.0389, -0.1765, -0.2252], [0.4722, 0.8030, 1.3542], [0.2890, -1.2626, -1.0479], [-1.1217, 0.3474, -0.4794], [-0.2132, -0.9859, -1.7053], [0.0754, -0.2335, -0.0064], [0.5099, -0.0833, 0.5553], [0.0351, 0.1759, 0.3846], [-0.0830, 0.1220, 0.0780], [0.0277, -0.1926, -0.0707], [-0.2817, 0.1327, -0.0440], [0.2928, 0.3781, -1.0280], [0.4026, -0.2528, -0.1351], [-0.7000, 0.2436, 0.9402], [0.6515, -0.2793, -0.0661], [-0.1354, 0.0676, -0.0610], [0.0865, -0.0464, 0.1177], [0.0712, -0.0691, 0.0219], [-0.1240, 0.2022, 0.4332], [-0.4642, -0.2857, 0.0671], [0.4553, -0.0819, -0.4197], [-0.1640, 0.0467, 0.1360]],
  "mulliken_spin": [2.098, -0.002, 0.000, 0.034, 0.023, 0.181, 0.110, -0.002, 0.055, 0.023, 0.054, 0.060, 0.053, 0.046, 0.049, 0.017, 0.086, 0.010, 0.029, -0.004, -0.009, 0.003, 0.002, -0.004, 0.005, -0.006, 0.005, 0.004, 0.009, 0.007, -0.003, 0.002, 0.003, -0.023, 0.005, -0.005, 0.004, 0.010, -0.003, -0.001, 0.008, 0.000, -0.002, 0.009, 0.008, -0.019, 0.246, 0.073, 0.040, 0.219, 0.037, 0.055, 0.351, 0.032, -0.002, 0.004, 0.001, 0.004, -0.003, 0.000, 0.001, 0.000, 0.005, 0.011, 0.000, 0.000, 0.000, 0.000, 0.000, 0.000, 0.000],
  "orbital_gap_ha": [0.298, 0.148],
  "s2": 6.026,
  "charge": 3,
  "lumo_ev": [-7.8992, -12.0056],
  "multiplicity": 5,
  "fmax_ev_per_a": 2.74,
  "homo_ev": [-16.020, -16.026]
}


No. 2
{
  "formula": "C20H44NOP3ScSe",
  "method": "wB97M-V/def2-TZVPD",
  "species": ["Sc", "P", "P", "P", "H", "C", "C", "H", "C", "C", "C", "C", "C", "C", "C", "C", "C", "H", "H", "H", "H", "H", "H", "H", "H", "H", "H", "H", "H", "H", "H", "H", "H", "H", "H", "H", "H", "H", "H", "H", "H", "H", "H", "H", "H", "H", "C", "C", "C", "C", "C", "C", "Se", "H", "H", "H", "H", "H", "H", "C", "N", "C", "C", "O", "H", "H", "H", "H", "H", "H", "H"],
  "positions_angstrom": [[0.3239, 0.4665, 0.6035], [1.6962, -0.8522, -1.5299], [-0.1018, 2.2358, -1.3306], [0.0031, -1.9752, 1.2767], [-2.5993, 2.8327, 2.4525], [-2.1183, 1.9407, 2.8524], [-0.9944, 1.4002, 2.2841], [-0.4673, 1.9786, 1.4616], [0.5946, -1.6711, -2.7367], [2.8101, 0.1391, -2.5949], [2.8709, -2.1981, -1.1307], [-1.3505, 3.4111, -0.6852], [1.4113, 3.2145, -1.6746], [-0.6922, 1.6379, -2.9585], [-1.2219, -1.8907, 2.6271], [1.5027, -2.6846, 2.0556], [-0.6341, -3.3103, 0.2061], [-2.6641, 1.5675, 3.7439], [-0.5262, 0.5734, 2.8234], [1.1692, -2.0912, -3.5731], [-0.1264, -0.9467, -3.1265], [0.0566, -2.4750, -2.2247], [3.4372, -0.4868, -3.2520], [3.4814, 0.7353, -1.9621], [2.2126, 0.8059, -3.2265], [3.5402, -2.4110, -1.9817], [2.3197, -3.1181, -0.8970], [3.4975, -1.9151, -0.2738], [-1.4335, 4.3154, -1.3068], [-1.0486, 3.6932, 0.3378], [-2.3253, 2.8980, -0.6181], [1.2105, 4.0973, -2.3028], [2.1724, 2.5849, -2.1616], [1.8202, 3.5414, -0.7074], [-1.0574, 2.4879, -3.5546], [-1.5096, 0.9116, -2.8023], [0.1235, 1.1286, -3.4916], [-1.4809, -2.8306, 3.1227], [-2.1358, -1.4632, 2.1994], [-0.8762, -1.1945, 3.3979], [1.3624, -3.4705, 2.8095], [2.0742, -1.8777, 2.5337], [2.1475, -3.1016, 1.2765], [-1.1040, -4.1623, 0.7117], [0.1401, -3.7360, -0.4441], [-1.4068, -2.8764, -0.4431], [-4.9823, -0.7515, -0.7956], [-4.5707, 0.2243, 0.1294], [-5.4003, 0.5454, 1.2050], [-6.6291, -0.0845, 1.4120], [-7.0334, -1.0355, 0.4662], [-6.2274, -1.4173, -0.6311], [-3.6077, -0.7810, -2.2484], [-3.0301, -2.1470, -2.1270], [-3.6083, 0.7553, -0.0561], [-5.0797, 1.3129, 1.8955], [-7.2594, 0.2328, 2.2411], [-7.9970, -1.5529, 0.5529], [-6.5936, -2.1906, -1.3276], [4.8424, -0.2544, 1.8747], [4.6358, 0.9757, 1.0722], [5.8744, 1.6945, 0.6885], [3.4522, 1.4194, 0.6829], [2.3384, 0.7860, 0.8564], [5.9112, -0.2722, 2.1260], [4.5954, -1.1744, 1.3191], [4.2546, -0.1805, 2.8009], [6.1676, 1.5143, -0.3704], [5.7717, 2.7762, 0.8597], [6.6791, 1.3185, 1.3345], [3.3927, 2.4279, 0.2542]],
  "atomic_forces_ev_per_a": [[2.5470, -0.9538, -1.6612], [-0.0488, -0.5373, -0.8699], [-0.1971, 0.2766, -0.6532], [-0.2829, -2.4814, 1.1114], [0.3070, -0.0590, -0.1659], [0.7431, -0.3901, -0.6703], [-1.7075, 1.5526, 0.9212], [-1.0435, 0.5373, 1.4386], [0.0546, 0.0481, -0.0472], [-0.0418, 0.4178, -0.0244], [0.1189, -0.2447, 0.3753], [0.0184, -0.0792, 0.1098], [0.1277, -0.0615, 0.2558], [-0.1607, -0.0400, 0.1682], [-0.3919, 0.4651, 0.1130], [0.6724, 0.3424, 0.0033], [-0.3569, 0.0509, -0.7876], [0.8059, -0.2278, -0.6510], [0.4396, 0.0928, -0.2626], [-0.1243, 0.0697, 0.2165], [0.0592, -0.2887, 0.0417], [0.0394, 0.1631, -0.2522], [-0.4034, 0.0680, 0.3255], [-0.0943, -0.0460, -0.2492], [0.3050, -0.0791, 0.0891], [-0.4103, 0.1657, 0.2402], [0.2416, 0.2049, 0.0160], [-0.1888, -0.1881, -0.2319], [-0.0260, -0.3174, 0.1943], [-0.1327, 0.1705, -0.4107], [0.3019, 0.2347, -0.1385], [-0.0305, -0.3400, 0.2411], [-0.4058, 0.3177, 0.1456], [-0.1253, 0.1804, -0.3067], [0.1432, -0.2668, 0.1415], [0.2685, 0.4267, -0.0841], [-0.2690, 0.3410, 0.1312], [0.2835, -0.0653, -0.3128], [-0.0645, -0.0961, 0.1115], [-0.0055, -0.2718, 0.0374], [-0.4957, 0.2310, -0.2619], [-0.0947, -0.1402, -0.0162], [-0.1393, 0.0797, 0.1021], [0.2288, 0.3863, 0.4147], [-0.0309, 0.2571, 0.2147], [0.1019, -0.1032, 0.0795], [0.5393, 0.1902, 0.2681], [-0.3760, -0.0653, -0.0001], [0.1465, -0.0280, 0.0779], [0.3825, 0.0324, -0.9428], [0.0343, -0.6279, -0.2741], [0.7093, 0.6474, -0.0408], [-0.7437, -0.8050, 0.2721], [-0.4149, 0.2529, 0.0648], [-0.8999, -0.4082, 0.3832], [-0.0255, 0.1192, 0.1086], [0.0726, -0.2941, -0.2353], [0.3953, 0.3500, 0.1148], [0.3542, 0.5965, 0.3860], [-0.0743, -0.0365, 0.0407], [-1.0045, 0.1679, -0.6473], [0.5113, 0.4699, -0.2554], [0.5672, -0.5003, 0.9591], [0.0290, 0.4098, 0.4417], [-0.5506, -0.1894, 0.0141], [0.0264, 0.4963, 0.2115], [0.1439, -0.1234, -0.3358], [-0.3928, -0.0186, 0.7276], [-0.0458, -0.3872, -0.0888], [-0.2952, 0.3257, -0.3112], [0.3759, -0.3768, -0.1204]],
  "lowdin_charge": [0.675, 0.790, 0.787, 0.781, 0.094, 0.118, -0.144, 0.004, -0.228, -0.239, -0.235, -0.232, -0.221, -0.239, -0.245, -0.218, -0.227, 0.119, 0.041, 0.082, 0.022, 0.025, 0.081, 0.037, 0.033, 0.079, 0.042, 0.023, 0.081, 0.044, 0.057, 0.085, 0.027, 0.043, 0.084, -0.034, 0.033, 0.083, 0.055, 0.041, 0.084, 0.040, 0.031, 0.084, 0.046, 0.025, -0.513, -0.212, -0.101, -0.050, -0.050, -0.062, 0.846, -0.166, 0.043, 0.088, 0.121, 0.125, 0.125, 0.025, -0.114, 0.015, -0.208, -0.220, 0.106, 0.087, 0.113, 0.120, 0.114, 0.103, 0.150],
  "orbital_gap_ha": 0.210,
  "charge": 3,
  "lumo_ev": -9.9536,
  "fmax_ev_per_a": 3.19,
  "homo_ev": -15.678
}